132
Properties=species:S:1:pos:R:3 method="wB97M-V/def2-TZVPD" orbital_gap_ev=9.09 homo_ev=-9.8 lumo_energy_ev=-0.678 total_charge=0 energy_ha=-3607.76453 smiles="O=[N+]([O-])c1ccccc1.O=[N+]([O-])c1ccccc1.O=[N+]([O-])c1ccccc1.CCOC(=O)OC.CCOC(=O)OC.CCOC(=O)OC.CCOC(=O)OC.CCOC(=O)OC.CCOC(=O)OC" relative_energy_kcal_mol=148.1 fmax_ev_per_a=8.60
C 2.76311 -11.88686 17.39243
C 2.48058 -10.52490 17.38715
C 1.52716 -9.97193 16.53412
C 0.76853 -10.85693 15.78213
C 1.01625 -12.24703 15.84282
C 1.94890 -12.79048 16.65400
N -0.39448 -10.38418 14.98675
O -0.55614 -9.19075 14.99495
O -1.02001 -11.19345 14.33147
H 3.46864 -12.20806 18.14440
H 3.15542 -9.79635 17.81166
H 1.60051 -8.91584 16.32038
H 0.25035 -12.81792 15.33896
H 1.88419 -13.84461 16.87985
C 2.11726 -5.34616 23.37319
C 3.09160 -6.34451 23.24219
C 2.98598 -7.21788 22.22811
C 1.97423 -7.19284 21.27187
C 0.97190 -6.17035 21.40694
C 1.10916 -5.20559 22.42201
N 1.85192 -8.25439 20.35329
O 2.82873 -8.44518 19.66692
O 0.77855 -8.83605 20.21786
H 2.08769 -4.76138 24.28069
H 3.82553 -6.33095 24.03438
H 3.64046 -8.07386 22.15492
H 0.16498 -6.21074 20.69026
H 0.21675 -4.61861 22.58159
C 5.45747 -17.04788 26.41963
C 5.18146 -15.94694 25.51975
C 3.87327 -15.66246 25.23678
C 2.80396 -16.25550 25.85680
C 3.02798 -17.41029 26.59177
C 4.39580 -17.78005 26.88412
N 1.34995 -15.88026 25.78323
O 1.16020 -14.82280 25.14541
O 0.53781 -16.71550 26.17991
H 6.41336 -17.47807 26.67966
H 5.96619 -15.35132 25.07722
H 3.79198 -14.75779 24.65252
H 2.21051 -17.82224 27.16486
H 4.57750 -18.65647 27.48850
C 8.69128 -16.07997 22.05552
C 9.96257 -16.15396 22.79621
O 10.90955 -17.10643 22.29777
C 11.96957 -17.55878 23.09538
O 12.11010 -17.08946 24.30834
O 12.71909 -18.29908 22.41082
C 13.70264 -19.18203 22.90272
H 8.46333 -15.01456 22.08791
H 7.86765 -16.67077 22.45638
H 8.93605 -16.35197 21.02878
H 9.72341 -16.54172 23.78643
H 10.39707 -15.15461 22.82111
H 13.81730 -19.99717 22.18823
H 13.43119 -19.57151 23.88390
H 14.69581 -18.73983 22.98129
C -1.62480 -14.42650 19.61971
C -0.88150 -14.37469 18.31658
O -1.70730 -14.47215 17.17693
C -1.27558 -15.01862 16.05572
O -0.24663 -15.72043 15.85065
O -2.12255 -14.59444 15.09628
C -2.01352 -15.21285 13.87227
H -0.94375 -14.06988 20.39243
H -2.11836 -15.37553 19.82910
H -2.41505 -13.67848 19.68347
H -0.08753 -15.11947 18.26164
H -0.44635 -13.37551 18.29717
H -2.77749 -14.81940 13.20172
H -2.31696 -16.25680 13.95099
H -1.04899 -14.96727 13.42788
C 5.53323 -6.08300 18.26919
C 5.97052 -7.18048 19.33430
O 6.30983 -8.31955 18.69918
C 5.98672 -9.54004 19.16057
O 5.54364 -9.93388 20.22302
O 6.55555 -10.38774 18.25799
C 6.71021 -11.73874 18.42735
H 6.02406 -6.12838 17.29702
H 6.09953 -5.16797 18.44272
H 4.46266 -6.27241 18.19112
H 5.10119 -7.42873 19.94318
H 6.76379 -6.88792 20.02222
H 7.24905 -12.04847 19.32280
H 7.27066 -11.94981 17.51661
H 5.87850 -12.41694 18.23655
C 1.95995 -12.24793 21.59283
C 3.45588 -12.66744 21.53714
O 3.63005 -14.04658 21.76204
C 4.61195 -14.72685 21.18404
O 5.61888 -14.39528 20.66137
O 4.39363 -15.97997 21.62666
C 5.25930 -17.06871 21.44907
H 1.65667 -12.32659 22.63683
H 1.30986 -12.81898 20.92997
H 1.81933 -11.20872 21.29553
H 3.99609 -12.11983 22.30941
H 3.91246 -12.35371 20.59841
H 6.10067 -16.74750 20.83505
H 4.79437 -17.86572 20.86880
H 5.57757 -17.60303 22.34423
C 4.40467 -23.42378 19.11316
C 4.28186 -22.40321 20.23638
O 4.40583 -21.13685 19.67323
C 5.63139 -20.68434 19.38893
O 6.70646 -21.33536 19.57143
O 5.52499 -19.42436 19.01840
C 6.66673 -18.75661 18.58214
H 3.62553 -23.42381 18.35090
H 4.25294 -24.43840 19.48144
H 5.40869 -23.43580 18.68903
H 4.90618 -22.42610 21.12958
H 3.33415 -22.50454 20.76523
H 7.54333 -19.05649 19.15637
H 6.51139 -17.67928 18.52448
H 6.75592 -19.21540 17.59743
C 1.52100 -19.16604 22.47283
C 3.01264 -19.62653 22.66589
O 3.03585 -20.96238 23.02962
C 4.15088 -21.47448 23.59335
O 5.27505 -20.87865 23.67790
O 3.90634 -22.69043 23.98498
C 4.87286 -23.43215 24.81485
H 1.63256 -18.16815 22.04872
H 0.90998 -19.26339 23.37020
H 1.05066 -19.72089 21.66103
H 3.39682 -18.89580 23.37760
H 3.55468 -19.39021 21.75023
H 4.37682 -24.32613 25.19280
H 5.29298 -22.95714 25.70140
H 5.79878 -23.65493 24.28462